ORCA calculation (ωB97M-V with the def2-TZVPD basis set) on a molecular structure, C38H44ClF3N2S3SbTl.

```
93
Properties=species:S:1:pos:R:3:forces:R:3
Tl -0.593 -0.729 -0.974 -0.355 -0.134 0.073
C -1.369 -1.111 2.584 -0.032 -0.013 -0.033
C -0.422 0.018 3.014 -0.100 0.053 -0.097
N 0.229 0.601 1.867 0.238 -0.001 0.111
C 0.356 2.036 1.720 -0.094 -0.067 -0.062
C -1.018 2.696 1.489 -0.012 -0.089 0.057
S -1.949 2.096 0.047 0.132 0.115 -0.093
C -3.435 1.333 0.747 -0.013 0.028 -0.103
C -3.227 0.318 1.863 0.079 -0.154 -0.065
N -2.248 -0.688 1.522 -0.107 0.180 0.249
H -1.899 -1.479 3.482 -0.001 -0.021 0.011
H -0.778 -1.946 2.194 -0.019 -0.001 -0.007
H 0.294 -0.377 3.750 -0.009 -0.023 0.027
H -0.987 0.796 3.536 0.023 0.015 0.000
H 1.086 0.122 1.629 -0.046 -0.024 -0.045
H 2.308 1.757 0.969 -0.018 -0.048 -0.002
H 0.749 2.498 2.646 0.014 0.129 -0.028
H -0.888 3.773 1.389 0.041 -0.010 0.057
H -1.641 2.547 2.374 0.004 -0.020 -0.002
H -3.847 0.813 -0.122 -0.047 0.024 0.006
H -4.142 2.108 1.060 0.007 -0.020 0.029
H -4.215 -0.113 2.092 -0.008 -0.014 0.011
H -2.913 0.832 2.775 0.007 0.005 -0.005
H -2.608 -1.468 0.975 0.011 -0.078 -0.048
C -2.580 -5.046 -2.372 0.028 0.018 0.033
C -2.545 -3.622 -1.826 0.073 0.070 -0.073
S -1.774 -3.468 -0.240 0.033 0.044 0.025
C -3.051 -2.609 -2.561 -0.016 -0.067 0.036
C -3.638 -2.865 -3.933 0.026 0.113 0.023
S -3.084 -0.888 -2.103 0.006 -0.123 0.014
H -2.150 -5.725 -1.638 -0.006 0.012 0.003
H -2.007 -5.153 -3.301 -0.028 0.050 0.030
H -3.604 -5.376 -2.584 -0.001 -0.018 0.014
H -3.934 -3.903 -4.082 -0.005 -0.038 -0.013
H -2.915 -2.605 -4.715 -0.003 0.002 -0.002
H -4.511 -2.229 -4.097 0.003 0.000 0.031
F 6.962 -6.285 1.466 -0.009 0.018 0.000
C 5.998 -5.382 1.134 0.044 -0.009 -0.081
C 5.074 -5.016 2.083 -0.023 0.020 0.018
C 4.093 -4.094 1.722 -0.066 0.033 -0.003
C 4.033 -3.546 0.444 0.041 -0.045 -0.059
C 4.999 -3.952 -0.481 -0.044 0.073 0.010
C 5.985 -4.868 -0.150 0.022 -0.040 0.053
Sb 2.476 -2.089 -0.064 0.047 -0.168 0.075
C 3.955 -0.786 -0.925 0.116 0.119 0.125
C 3.990 -0.357 -2.248 0.042 -0.166 -0.023
C 4.977 0.518 -2.690 -0.015 0.020 0.049
C 5.916 0.962 -1.788 -0.018 0.030 -0.042
F 6.879 1.827 -2.213 0.031 0.000 0.020
C 5.914 0.579 -0.462 -0.019 -0.041 0.030
C 4.919 -0.296 -0.043 0.004 0.010 -0.028
C 1.860 -3.166 -1.803 -0.035 -0.030 -0.164
C 1.872 -4.559 -1.803 0.011 0.043 0.008
C 1.357 -5.279 -2.872 0.003 0.000 0.022
C 0.823 -4.581 -3.934 -0.009 0.011 -0.030
F 0.316 -5.284 -4.983 0.005 -0.015 0.017
C 0.775 -3.205 -3.970 0.023 -0.014 0.050
C 1.299 -2.498 -2.894 -0.030 -0.104 0.098
H 5.123 -5.445 3.076 -0.012 0.004 0.002
H 3.357 -3.804 2.465 -0.004 -0.002 -0.010
H 4.983 -3.540 -1.485 -0.018 -0.002 0.006
H 6.734 -5.187 -0.864 -0.003 0.001 0.001
H 3.229 -0.666 -2.949 0.072 0.006 0.005
H 4.988 0.881 -3.709 -0.023 -0.018 -0.008
H 6.668 0.960 0.214 -0.003 0.003 0.010
H 4.910 -0.605 0.999 -0.001 -0.007 0.009
H 2.265 -5.105 -0.953 0.024 -0.001 0.010
H 1.336 -6.361 -2.874 0.006 -0.006 0.004
H 0.312 -2.696 -4.805 0.014 0.038 0.002
H 1.227 -1.411 -2.908 0.110 -0.083 -0.154
Cl 1.299 0.931 -3.169 -0.078 0.431 -0.116
C 0.766 4.148 -0.946 -0.102 -0.062 0.042
C 1.774 3.625 0.083 0.043 0.066 0.040
C 3.101 3.442 -0.679 -0.021 0.044 -0.024
C 1.385 2.223 0.599 0.005 -0.052 -0.072
C 1.964 4.572 1.265 0.009 0.021 -0.015
C 3.006 4.360 2.170 0.008 -0.056 0.063
C 3.188 5.176 3.276 -0.005 0.020 -0.033
C 2.328 6.242 3.508 -0.029 -0.028 -0.021
C 1.288 6.469 2.621 0.025 0.003 0.030
C 1.111 5.644 1.517 0.036 0.026 -0.085
H 0.743 3.458 -1.793 0.007 0.009 0.014
H 1.067 5.138 -1.302 0.020 -0.020 -0.038
H -0.255 4.224 -0.568 0.029 0.013 0.012
H 2.927 2.763 -1.519 0.016 -0.009 0.004
H 3.883 3.005 -0.055 -0.007 0.013 -0.003
H 3.461 4.400 -1.065 -0.022 -0.019 -0.007
H 1.081 1.627 -0.270 -0.021 0.019 -0.003
H 3.683 3.528 2.015 0.001 0.003 -0.009
H 4.008 4.979 3.956 -0.011 -0.001 0.011
H 2.465 6.882 4.372 0.003 0.007 -0.001
H 0.603 7.293 2.785 0.002 0.004 0.005
H 0.295 5.845 0.835 0.000 -0.004 0.018
```
Positions in Å, forces in eV/Å.

max |F|	0.45	eV Å⁻¹
HOMO-LUMO gap	4.3	eV
electronic energy	-3951.0891	hartree
energy relative to the best compared isomer or geometry (same formula, charge and spin)	0.0	kcal per mole
charge	-2
E_LUMO	3.937	eV

***

ORCA calculation (ωB97M-V with the def2-TZVPD basis set) on a molecular structure, C8H6NO5Sc in a non-equilibrium geometry.

```
21
Properties=species:S:1:pos:R:3:forces:R:3
O -0.537 2.052 -2.793 -0.369 -0.972 1.705
C -0.074 0.858 -3.230 1.829 -0.707 -0.914
Sc -0.805 1.098 -1.036 -0.248 0.234 -2.382
C -1.944 2.033 0.828 -2.655 2.587 4.588
O -2.560 2.470 1.700 2.572 -1.935 -3.723
C -1.339 -0.792 -2.299 -1.485 -4.618 -0.900
O -1.603 -1.785 -2.843 1.224 3.865 1.767
C 1.328 0.733 -3.145 2.851 3.069 -3.046
O 2.430 1.061 -3.396 -3.568 -2.134 1.953
C -3.075 0.682 -1.241 -5.903 -0.318 -0.880
O -4.203 0.519 -1.436 4.875 0.572 0.835
H -0.528 0.255 -4.055 0.378 0.656 0.698
C 1.712 -0.788 3.519 -0.071 0.592 0.183
C 1.481 -1.522 2.180 0.325 -0.492 0.541
C 0.800 -0.721 1.195 -0.548 0.782 -1.130
N 0.267 -0.080 0.380 1.087 -1.056 1.374
H 2.436 0.024 3.392 -0.172 -0.169 0.030
H 2.105 -1.470 4.280 -0.102 -0.026 -0.375
H 0.777 -0.365 3.902 0.193 -0.126 -0.054
H 2.447 -1.831 1.752 -0.262 0.030 -0.076
H 0.885 -2.431 2.346 0.047 0.165 -0.193
```
Positions in Å, forces in eV/Å.

max |F|	5.98	eV Å⁻¹
HOMO-LUMO gap (alpha / beta)	7.1 / 7.1	eV
electronic energy	-1499.4614	hartree
energy relative to the best compared isomer or geometry (same formula, charge and spin)	0.0	kcal per mole
charge	+2
E_LUMO (alpha / beta)	-9.447 / -9.447	eV

***

ORCA calculation (ωB97M-V with the def2-TZVPD basis set) on a gas-phase ion, C4H10NOS (charge +1).

```
17
Properties=species:S:1:pos:R:3:forces:R:3
N -1.882 1.473 -0.340 -0.065 0.431 -0.190
C -0.666 0.611 -0.047 -0.494 0.095 -0.293
C -0.556 0.598 1.484 0.215 -0.373 -0.169
O -0.843 1.579 2.106 -0.256 0.081 0.081
C -0.773 -0.734 -0.753 0.947 0.003 -0.142
C 0.417 -1.636 -0.414 0.045 0.044 0.163
S 1.991 -0.834 -0.875 -0.168 -0.098 0.031
H -2.116 2.023 0.500 0.098 -0.076 0.166
H -1.696 2.160 -1.073 -0.031 -0.150 -0.087
H -2.695 0.924 -0.623 -0.005 -0.047 0.059
H 0.159 1.173 -0.497 0.167 -0.163 0.496
H -0.251 -0.352 1.955 0.161 0.258 0.010
H -0.662 -0.539 -1.818 -0.428 0.007 -0.252
H -1.699 -1.278 -0.577 -0.177 0.145 0.191
H 0.465 -1.886 0.641 -0.140 -0.068 0.095
H 0.302 -2.559 -0.966 0.004 -0.178 -0.127
H 2.742 -1.852 -0.439 0.126 0.088 -0.033
```
Positions in Å, forces in eV/Å.

structure (SMILES)	[NH3+][C@@H](C=O)CCS
max |F|	0.96	eV Å⁻¹
HOMO-LUMO gap	8.7	eV
electronic energy	-686.3188	hartree
energy relative to the best compared isomer or geometry (same formula, charge and spin)	32.8	kcal per mole
charge	+1
E_LUMO	-4.122	eV

***

ORCA calculation (ωB97M-V with the def2-TZVPD basis set) on 2 unconnected molecules or ions with the total composition C4H12O2S2 in a non-equilibrium geometry.

```
20
Properties=species:S:1:pos:R:3:forces:R:3
C -2.802 1.372 -2.519 -0.154 0.522 0.960
S -3.867 1.566 -1.040 1.674 2.886 1.080
O -2.903 2.037 0.072 -1.330 -1.276 -1.443
C -4.574 3.260 -1.551 -0.131 -1.163 0.608
H -3.472 1.369 -3.378 0.408 -0.342 -0.179
H -2.137 0.524 -2.353 -0.511 -0.325 -0.324
H -2.146 2.242 -2.490 -0.198 0.174 -0.219
H -5.483 3.142 -2.141 0.256 0.072 -0.341
H -3.788 3.880 -1.982 -0.081 -0.307 -0.243
H -4.863 3.722 -0.606 0.069 -0.244 0.098
C 3.821 -3.520 2.555 0.668 0.351 -0.953
S 3.391 -1.738 2.630 0.841 0.446 -1.154
O 4.702 -1.031 2.840 -0.665 -0.419 0.368
C 3.048 -1.319 0.841 0.538 -1.655 0.856
H 4.182 -3.701 3.567 -0.562 -0.501 -0.016
H 4.667 -3.723 1.899 0.453 0.753 -0.024
H 3.097 -4.182 2.080 -0.722 0.127 0.955
H 2.497 -0.378 0.839 0.217 -0.239 -0.324
H 2.591 -2.175 0.345 -0.872 0.283 0.131
H 4.041 -1.347 0.393 0.101 0.858 0.165
```
Positions in Å, forces in eV/Å.

max |F|	3.51	eV Å⁻¹
HOMO-LUMO gap	9.5	eV
electronic energy	-1106.3538	hartree
energy relative to the best compared isomer or geometry (same formula, charge and spin)	54.9	kcal per mole
charge	0
E_LUMO	0.643	eV

***

ORCA calculation (ωB97M-V with the def2-TZVPD basis set) on 6 unconnected molecules or ions with the total composition CH12O6 in a non-equilibrium geometry.

```
19
Properties=species:S:1:pos:R:3:forces:R:3
C -2.358 3.269 -0.101 1.897 -2.029 3.021
O -2.062 3.194 1.124 -1.304 0.418 -4.719
H -2.115 2.311 -0.818 -0.722 2.211 1.393
H -2.765 4.199 -0.564 0.124 -0.586 0.265
O 0.858 -0.890 -2.571 0.289 -0.078 -1.006
H 0.060 -1.051 -2.065 -0.620 -0.105 0.540
H 0.737 -1.315 -3.423 0.105 0.044 -0.056
O 2.118 -1.625 1.468 -1.051 -0.851 1.774
H 3.019 -1.610 1.786 0.193 0.162 -0.548
H 2.027 -1.386 0.550 0.769 0.586 -0.761
O -0.749 -0.876 2.272 -2.844 -1.128 2.270
H -1.357 -1.271 3.036 1.966 1.343 -2.604
H 0.116 -1.206 2.488 1.073 -0.281 -0.001
O 2.275 -0.027 -0.621 0.056 2.255 3.219
H 1.794 -0.103 -1.415 -0.924 -0.322 -2.005
H 1.790 0.694 -0.094 1.220 -1.634 -1.143
O -1.111 -0.969 -0.758 -0.599 2.083 2.589
H -0.890 -1.308 0.157 -0.180 0.040 -1.130
H -1.384 -0.031 -0.450 0.551 -2.129 -1.098
```
Positions in Å, forces in eV/Å.

structure (SMILES)	C=O.O.O.O.O.O
max |F|	4.91	eV Å⁻¹
HOMO-LUMO gap	10.9	eV
electronic energy	-496.6848	hartree
energy relative to the best compared isomer or geometry (same formula, charge and spin)	28.6	kcal per mole
charge	0
E_LUMO	0.269	eV

***

ORCA calculation (ωB97M-V with the def2-TZVPD basis set) on 3 unconnected molecules or ions with the total composition C3H6N4O in a non-equilibrium geometry.

```
14
Properties=species:S:1:pos:R:3:forces:R:3
C -1.753 0.528 0.002 -1.325 -1.472 4.568
C -0.200 0.419 0.256 0.000 -1.778 1.700
C 1.905 -0.342 0.175 -0.363 3.634 -0.829
H -3.040 -1.201 0.935 2.665 1.067 -4.337
H -1.208 -1.682 -0.542 -3.993 3.245 0.981
H -2.711 0.983 0.734 3.834 -0.608 -1.180
H -1.899 1.100 -0.801 0.244 2.732 -3.385
H 3.154 -1.888 0.031 -0.423 3.950 -1.645
H 2.223 1.514 -0.861 -0.552 -1.053 3.528
N -2.358 -0.712 -0.367 0.814 -6.053 3.215
N 0.524 -0.650 0.607 0.239 0.348 -1.743
N 3.045 -0.738 -0.315 -2.241 -4.966 3.410
N 1.851 1.176 0.173 1.079 0.075 -4.213
O 0.468 1.493 -0.028 0.020 0.879 -0.070
```
Positions in Å, forces in eV/Å.

max |F|	6.90	eV Å⁻¹
HOMO-LUMO gap	9.5	eV
electronic energy	-411.8459	hartree
energy relative to the best compared isomer or geometry (same formula, charge and spin)	227.8	kcal per mole
charge	0
E_LUMO	-0.178	eV

***

Copy entry 3 word for word.
ORCA calculation (ωB97M-V with the def2-TZVPD basis set) on a gas-phase ion, C4H10NOS (charge +1).

```
17
Properties=species:S:1:pos:R:3:forces:R:3
N -1.882 1.473 -0.340 -0.065 0.431 -0.190
C -0.666 0.611 -0.047 -0.494 0.095 -0.293
C -0.556 0.598 1.484 0.215 -0.373 -0.169
O -0.843 1.579 2.106 -0.256 0.081 0.081
C -0.773 -0.734 -0.753 0.947 0.003 -0.142
C 0.417 -1.636 -0.414 0.045 0.044 0.163
S 1.991 -0.834 -0.875 -0.168 -0.098 0.031
H -2.116 2.023 0.500 0.098 -0.076 0.166
H -1.696 2.160 -1.073 -0.031 -0.150 -0.087
H -2.695 0.924 -0.623 -0.005 -0.047 0.059
H 0.159 1.173 -0.497 0.167 -0.163 0.496
H -0.251 -0.352 1.955 0.161 0.258 0.010
H -0.662 -0.539 -1.818 -0.428 0.007 -0.252
H -1.699 -1.278 -0.577 -0.177 0.145 0.191
H 0.465 -1.886 0.641 -0.140 -0.068 0.095
H 0.302 -2.559 -0.966 0.004 -0.178 -0.127
H 2.742 -1.852 -0.439 0.126 0.088 -0.033
```
Positions in Å, forces in eV/Å.

structure (SMILES)	[NH3+][C@@H](C=O)CCS
max |F|	0.96	eV Å⁻¹
HOMO-LUMO gap	8.7	eV
electronic energy	-686.3188	hartree
energy relative to the best compared isomer or geometry (same formula, charge and spin)	32.8	kcal per mole
charge	+1
E_LUMO	-4.122	eV

***

Question: Look up the energy relative to the best compared isomer or geometry (same formula, charge and spin) of the fifth one.
Answer: 28.6 kcal per mole

***

Question: Look up the max |F| of the first one.
Answer: 0.45 eV Å⁻¹

***

Question: electronic energy of number 1 (C38H44ClF3N2S3SbTl)?
Answer: -3951.0891 hartree